{
  "formula": "C14H16",
  "method": "ωB97M-V with the def2-TZVPD basis set",
  "spin_multiplicity": 1,
  "smiles": "Cc1ccccc1.Cc1ccccc1",
  "gap_ev": 9.836,
  "total_energy_ev": -14777.23782,
  "max_force_ev_per_a": 1.58,
  "mol_weight_da": 184.3,
  "homo_energy_ev": -8.90,
  "symbols": ["C", "C", "C", "C", "C", "C", "C", "H", "H", "H", "H", "H", "H", "H", "H", "C", "C", "C", "C", "C", "C", "C", "H", "H", "H", "H", "H", "H", "H", "H"],
  "coordinates": [[0.659, 0.032, 2.088], [2.661, -0.558, 0.729], [1.873, 0.438, 1.287], [3.833, -0.202, 0.054], [2.297, 1.773, 1.268], [4.220, 1.112, -0.042], [3.406, 2.106, 0.515], [2.423, -1.609, 0.820], [4.458, -1.018, -0.288], [0.698, 0.481, 3.081], [0.632, -1.054, 2.160], [1.719, 2.461, 1.865], [5.195, 1.475, -0.342], [3.690, 3.143, 0.405], [-0.312, 0.310, 1.671], [-4.363, -1.560, -0.325], [-0.753, 0.288, -1.668], [-1.820, 1.105, -1.291], [-0.830, -1.088, -1.622], [-2.959, 0.492, -0.793], [-2.041, -1.682, -1.257], [-3.078, -0.905, -0.773], [0.153, 0.824, -1.911], [-1.690, 2.173, -1.189], [-0.039, -1.653, -2.097], [-3.867, 1.012, -0.509], [-2.087, -2.752, -1.355], [-4.123, -2.525, 0.115], [-5.140, -1.689, -1.042], [-4.816, -0.930, 0.448]],
  "forces_ev_per_a": [[-0.1, -0.1, 0.0], [0.4, 0.8, -0.7], [-0.3, -0.4, 0.8], [0.1, -0.8, 0.4], [-0.3, -0.9, -0.7], [-0.2, 1.1, 0.5], [0.1, 0.1, 0.4], [-0.3, 0.0, 0.0], [0.2, 0.2, -0.2], [0.0, -0.2, 0.1], [0.0, 0.0, 0.3], [0.0, 0.5, -0.2], [0.0, -0.5, -0.7], [0.2, 0.1, 0.2], [0.2, 0.2, -0.3], [0.7, 0.5, 1.3], [0.2, 1.2, 0.4], [0.0, -0.7, 1.0], [-0.7, 0.2, -1.0], [-0.6, -0.7, -0.4], [1.2, 0.3, 0.1], [-0.5, -0.1, -0.7], [0.3, -0.3, -0.3], [-0.1, 0.1, -0.4], [0.1, -0.2, 0.4], [0.3, 0.5, 0.2], [-0.4, -0.3, 0.2], [-0.2, -0.1, 0.1], [-0.3, -0.1, -1.1], [0.1, -0.2, 0.1]],
  "lowdin_charge": [-0.05, -0.06, -0.28, -0.10, -0.05, -0.10, -0.09, 0.11, 0.10, 0.08, 0.07, 0.11, 0.10, 0.10, 0.07, -0.05, -0.11, -0.08, -0.09, -0.06, -0.06, -0.28, 0.10, 0.10, 0.10, 0.11, 0.11, 0.08, 0.07, 0.08]
}